## one
{"formula": "CH3O3", "method": "ωB97M-V/def2-TZVPD", "species": ["O", "H", "H", "O", "O", "C", "H"], "coordinates": [[0.57, -0.37, 2.65], [0.33, -0.55, 1.72], [1.12, 0.45, 2.61], [-1.18, 0.13, -2.76], [-0.11, -0.88, -1.16], [-0.45, 0.12, -1.78], [-0.29, 1.11, -1.28]], "nbo_charge": [-0.97, 0.50, 0.46, -0.78, -0.80, 0.61, -0.03], "total_charge": -1, "e_homo_ev": -3.903}



## two
{"formula": "CH3O3", "method": "ωB97M-V/def2-TZVPD", "species": ["O", "H", "H", "O", "O", "C", "H"], "coordinates": [[0.69, 1.73, -0.83], [0.57, 1.83, -1.80], [0.22, 0.90, -0.60], [0.69, -1.32, 1.47], [-0.47, -0.69, -0.35], [-0.37, -1.11, 0.81], [-1.34, -1.35, 1.30]], "nbo_charge": [-0.99, 0.44, 0.51, -0.78, -0.81, 0.63, -0.01], "total_charge": -1, "e_homo_ev": -4.204}



## three
{"formula": "CH3O3", "method": "ωB97M-V/def2-TZVPD", "species": ["O", "H", "H", "O", "O", "C", "H"], "coordinates": [[-1.50, -1.09, -1.04], [-2.29, -0.52, -1.15], [-0.88, -0.56, -0.49], [0.05, 0.11, 0.41], [2.08, -0.03, 1.36], [1.19, 0.51, 0.62], [1.37, 1.56, 0.28]], "nbo_charge": [-1.01, 0.43, 0.50, -0.79, -0.78, 0.64, 0.00], "total_charge": -1, "e_homo_ev": -4.336}



## four
{"formula": "CH3O3", "method": "ωB97M-V/def2-TZVPD", "species": ["O", "C", "O", "H", "H", "H", "O"], "coordinates": [[0.61, 1.18, -0.31], [1.14, 0.04, -0.37], [0.57, -1.04, -0.65], [2.23, -0.12, -0.18], [-1.03, 0.48, 0.18], [-1.73, -0.74, 0.61], [-1.80, 0.20, 0.73]], "nbo_charge": [-0.80, 0.62, -0.79, 0.01, 0.51, 0.46, -1.00], "total_charge": -1, "e_homo_ev": -4.397}



So which one wins? Going from most stable to least: four, two, three, one.



## one
{"formula": "C5H9NO4", "method": "ωB97M-V/def2-TZVPD", "species": ["N", "C", "C", "C", "C", "O", "O", "C", "O", "O", "H", "H", "H", "H", "H", "H", "H", "H", "H"], "coordinates": [[-0.50, -0.92, 1.26], [-0.99, 0.21, 0.50], [0.13, 1.21, 0.04], [1.59, 0.73, 0.16], [1.80, -0.52, -0.71], [2.38, -0.43, -1.74], [1.34, -1.70, -0.29], [-1.67, -0.45, -0.72], [-1.79, -1.64, -0.83], [-2.36, 0.38, -1.57], [-1.11, -1.74, 1.03], [-0.33, -0.68, 2.26], [-1.77, 0.54, 1.13], [0.12, 2.18, 0.47], [-0.02, 1.28, -1.06], [2.27, 1.50, -0.07], [1.77, 0.47, 1.22], [0.94, -1.67, 0.54], [-1.81, 1.24, -1.62]], "nbo_charge": [-0.89, -0.18, -0.40, -0.50, 0.77, -0.58, -0.68, 0.78, -0.55, -0.67, 0.42, 0.38, 0.23, 0.23, 0.19, 0.24, 0.21, 0.50, 0.49], "smiles": "N[C@@H](CCC(=O)O)C(=O)O", "e_homo_ev": -9.926}



## two
{"formula": "C5H9NO4", "method": "ωB97M-V/def2-TZVPD", "species": ["N", "C", "C", "C", "C", "O", "O", "C", "O", "O", "H", "H", "H", "H", "H", "H", "H", "H", "H"], "coordinates": [[2.65, -1.13, -0.19], [1.14, -0.42, -0.38], [-0.30, -1.01, -0.04], [-1.31, 0.11, -0.51], [-2.70, 0.11, 0.30], [-3.18, -0.74, 1.14], [-3.63, 1.08, -0.14], [1.48, 0.95, 0.22], [1.23, 2.13, -0.19], [2.06, 0.85, 1.34], [2.67, -2.14, -0.32], [2.62, -1.13, 0.88], [1.15, -0.03, -1.34], [-0.48, -1.37, 1.07], [-0.43, -2.00, -0.67], [-1.41, 0.02, -1.62], [-0.75, 1.21, -0.28], [-3.19, 1.72, -0.58], [2.37, 1.80, 1.31]], "nbo_charge": [-0.81, -0.15, -0.42, -0.56, 0.78, -0.57, -0.66, 0.78, -0.66, -0.64, 0.36, 0.36, 0.21, 0.25, 0.23, 0.25, 0.27, 0.47, 0.51], "smiles": "N[C@@H](CCC(=O)O)C(=O)O", "e_homo_ev": -10.603}



## three
{"formula": "C5H9NO4", "method": "ωB97M-V/def2-TZVPD", "species": ["C", "C", "C", "O", "C", "C", "O", "O", "N", "O", "H", "H", "H", "H", "H", "H", "H", "H", "H"], "coordinates": [[-4.22, -0.08, 0.40], [-2.77, 0.05, 0.83], [-1.86, 0.29, -0.35], [-1.58, 1.45, -0.71], [-1.26, -0.94, -1.05], [0.07, -1.06, -0.26], [0.55, 0.23, -0.33], [2.67, -0.46, 0.62], [3.39, 0.09, -0.26], [4.61, 0.02, -0.37], [-4.86, -0.25, 1.26], [-4.55, 0.84, -0.09], [-4.34, -0.93, -0.29], [-2.62, 0.87, 1.54], [-2.45, -0.87, 1.34], [-1.90, -1.85, -1.05], [-1.03, -0.63, -2.08], [-0.11, -1.35, 0.81], [0.74, -1.87, -0.64]], "nbo_charge": [-0.60, -0.51, 0.61, -0.53, -0.52, -0.12, -0.26, -0.26, 0.52, -0.24, 0.22, 0.22, 0.20, 0.23, 0.21, 0.23, 0.24, 0.16, 0.19], "e_homo_ev": [-9.612, -9.610]}



## four
{"formula": "C5H9NO4", "method": "ωB97M-V/def2-TZVPD", "species": ["N", "C", "O", "C", "C", "C", "C", "O", "O", "H", "H", "H", "H", "H", "H", "H", "O", "H", "H"], "coordinates": [[-1.98, 1.89, 0.31], [-2.07, 0.56, 0.18], [-3.10, -0.04, -0.08], [-0.79, -0.24, 0.42], [-0.32, -1.02, -0.82], [0.93, -0.29, -1.30], [1.35, 0.61, -0.16], [2.21, 1.45, -0.15], [0.30, 0.60, 0.81], [-2.80, 2.46, 0.15], [-1.12, 2.34, 0.60], [-1.01, -0.91, 1.26], [-0.09, -2.05, -0.54], [-1.11, -1.03, -1.59], [1.76, -0.95, -1.55], [0.73, 0.36, -2.16], [2.73, -1.06, 1.57], [1.79, -0.75, 1.84], [2.59, -1.93, 1.19]], "nbo_charge": [-0.81, 0.64, -0.62, 0.00, -0.42, -0.54, 0.81, -0.52, -0.56, 0.41, 0.42, 0.21, 0.22, 0.25, 0.25, 0.25, -0.93, 0.48, 0.46], "smiles": "NC(=O)[C@H]1CCC(=O)O1.O", "e_homo_ev": -10.156}



So which one wins? Going from most stable to least: four, one, two, three.



## one
{"formula": "C10H10O", "method": "ωB97M-V/def2-TZVPD", "species": ["C", "C", "C", "C", "C", "C", "C", "C", "C", "C", "O", "H", "H", "H", "H", "H", "H", "H", "H", "H", "H"], "coordinates": [[-2.80, -1.57, -0.65], [-1.99, -0.60, -1.00], [-1.84, 0.59, -1.86], [-0.93, 0.18, -0.72], [0.22, 0.39, 0.05], [1.09, 1.49, -0.23], [2.34, 1.56, 0.37], [2.89, 0.43, 1.00], [2.19, -0.68, 1.19], [0.66, -0.55, 1.20], [0.49, -0.14, 2.58], [-2.42, -2.13, 0.28], [-3.62, -1.92, -1.21], [-1.66, 0.61, -2.89], [-2.57, 1.37, -1.54], [0.72, 2.31, -0.88], [2.98, 2.28, 0.05], [3.99, 0.20, 1.26], [2.70, -1.50, 1.76], [-0.07, -1.33, 1.09], [-0.47, -0.02, 2.75]], "nbo_charge": [-0.36, -0.04, -0.46, 0.03, -0.04, -0.18, -0.22, -0.23, -0.17, 0.03, -0.72, 0.20, 0.21, 0.23, 0.22, 0.22, 0.21, 0.22, 0.22, 0.18, 0.47], "smiles": "C=C1C/C1=C1\\C=CC=C[C@H]1O", "e_homo_ev": -7.829}



## two
{"formula": "C10H10O", "method": "ωB97M-V/def2-TZVPD", "species": ["O", "C", "C", "C", "C", "C", "C", "C", "C", "C", "C", "H", "H", "H", "H", "H", "H", "H", "H", "H", "H"], "coordinates": [[1.50, 2.53, 0.01], [1.30, 1.34, -0.13], [2.42, 0.31, -0.14], [1.90, -1.02, 0.50], [0.64, -1.51, -0.32], [-0.47, -0.53, -0.17], [-1.82, -1.01, -0.04], [-2.85, -0.10, 0.04], [-2.56, 1.26, 0.10], [-1.24, 1.72, -0.02], [-0.16, 0.88, -0.11], [3.42, 0.59, 0.35], [2.59, 0.04, -1.19], [1.63, -0.79, 1.56], [2.70, -1.80, 0.47], [0.99, -1.69, -1.33], [0.41, -2.48, 0.16], [-2.08, -2.12, 0.06], [-3.88, -0.40, 0.09], [-3.40, 1.96, 0.17], [-1.03, 2.84, -0.04]], "nbo_charge": [-0.53, 0.57, -0.51, -0.38, -0.46, 0.12, -0.26, -0.19, -0.23, -0.15, -0.21, 0.24, 0.22, 0.20, 0.21, 0.22, 0.22, 0.22, 0.21, 0.22, 0.24], "smiles": "O=C1CCCc2ccccc21", "e_homo_ev": -9.135}



So which one wins? Going from most stable to least: two, one.



## one
{"formula": "H4N2O2Si", "method": "ωB97M-V/def2-TZVPD", "species": ["N", "Si", "N", "O", "O", "H", "H", "H", "H"], "coordinates": [[-1.23, -0.78, 0.06], [-0.37, 0.67, -0.03], [1.38, 0.13, -0.01], [1.43, -1.11, 0.01], [2.37, 0.83, 0.12], [-2.15, -1.02, -0.11], [-0.57, -1.63, 0.15], [-0.46, 1.48, 1.03], [-0.41, 1.42, -1.22]], "nbo_charge": [-1.33, 1.45, 0.25, -0.42, -0.37, 0.41, 0.45, -0.22, -0.21], "smiles": "N[SiH2][N+](=O)[O-]", "e_homo_ev": -10.487}



## two
{"formula": "H4N2O2Si", "method": "ωB97M-V/def2-TZVPD", "species": ["N", "Si", "N", "O", "O", "H", "H", "H", "H"], "coordinates": [[-1.27, -0.58, -0.83], [-0.42, 0.46, 0.56], [1.38, 0.28, 0.03], [2.18, -0.24, 0.85], [1.65, 0.67, -1.11], [-0.45, -1.07, -1.16], [-1.86, -1.28, -0.28], [-0.43, -0.07, 1.81], [-0.77, 1.82, 0.13]], "nbo_charge": [-1.17, 1.32, 0.23, -0.40, -0.37, 0.37, 0.37, -0.19, -0.15], "smiles": "N[SiH2][N+](=O)[O-]", "e_homo_ev": -10.599}



So which one wins? Going from most stable to least: one, two.



## one
{"formula": "C5H12N2", "method": "ωB97M-V/def2-TZVPD", "species": ["C", "C", "C", "N", "C", "N", "C", "H", "H", "H", "H", "H", "H", "H", "H", "H", "H", "H", "H"], "coordinates": [[0.73, 0.02, 0.55], [-2.33, -0.02, 0.47], [0.74, -1.49, 0.64], [-1.02, 0.56, 0.70], [0.00, 0.73, -0.45], [2.41, 0.35, -0.45], [-0.22, 1.03, -1.71], [-0.99, 1.27, 1.43], [1.13, 0.55, 1.40], [3.15, 0.98, -0.15], [2.67, -0.24, -1.24], [-2.74, -0.43, 1.40], [-3.02, 0.73, 0.08], [-2.25, -0.83, -0.26], [1.78, -1.78, 0.78], [0.16, -1.83, 1.50], [0.37, -1.96, -0.27], [-1.21, 1.31, -2.04], [0.63, 1.07, -2.38]], "nbo_charge": [0.05, -0.41, -0.64, -0.61, 0.19, -1.20, -0.42, 0.39, 0.23, 0.35, 0.34, 0.20, 0.19, 0.21, 0.26, 0.21, 0.22, 0.21, 0.25], "e_homo_ev": -6.960}



## two
{"formula": "C5H12N2", "method": "ωB97M-V/def2-TZVPD", "species": ["C", "N", "C", "C", "C", "C", "N", "H", "H", "H", "H", "H", "H", "H", "H", "H", "H", "H", "H"], "coordinates": [[2.08, 2.81, 0.15], [1.43, 1.75, 0.58], [0.56, 1.00, -0.36], [0.27, -0.34, 0.17], [-0.99, -0.92, -0.25], [-0.62, -2.47, 0.05], [-2.11, -0.14, 0.19], [2.04, 3.24, -0.87], [2.80, 3.31, 0.75], [1.14, 0.94, -1.31], [-0.33, 1.56, -0.69], [0.32, -0.17, 1.38], [1.22, -1.01, 0.01], [-1.08, -0.89, -1.36], [-1.56, -3.03, 0.24], [-0.01, -2.64, 0.91], [-0.07, -2.76, -0.74], [-2.04, 0.25, 1.11], [-3.07, -0.48, 0.04]], "nbo_charge": [-0.06, -0.39, -0.28, -0.41, -0.06, -0.60, -0.85, 0.14, 0.17, 0.18, 0.22, 0.22, 0.22, 0.17, 0.20, 0.20, 0.20, 0.36, 0.37], "smiles": "C=NCC[C@@H](C)N", "e_homo_ev": -8.948}



So which one wins? Going from most stable to least: two, one.



## one
{"formula": "C5H12N2", "method": "ωB97M-V/def2-TZVPD", "species": ["C", "C", "C", "C", "N", "C", "N", "H", "H", "H", "H", "H", "H", "H", "H", "H", "H", "H", "H"], "coordinates": [[0.37, -1.70, -2.12], [0.80, -0.26, -2.02], [0.44, 0.49, -0.72], [0.81, -0.26, 0.55], [0.40, 0.41, 1.79], [-0.73, 0.98, 1.86], [-1.91, 0.58, 1.29], [0.87, -2.36, -1.42], [0.56, -2.12, -3.11], [-0.71, -1.80, -2.01], [0.33, 0.30, -2.82], [1.88, -0.15, -2.15], [0.78, 1.51, -0.84], [-0.66, 0.51, -0.74], [0.43, -1.29, 0.51], [1.90, -0.35, 0.54], [-0.78, 1.99, 2.28], [-1.83, -0.25, 0.73], [-2.54, 1.26, 0.87]], "nbo_charge": [-0.61, -0.39, -0.40, -0.25, -0.52, 0.30, -0.82, 0.21, 0.21, 0.20, 0.20, 0.19, 0.21, 0.17, 0.18, 0.20, 0.16, 0.38, 0.39], "smiles": "CCCC/N=C\\N", "e_homo_ev": -8.575}



## two
{"formula": "C5H12N2", "method": "ωB97M-V/def2-TZVPD", "species": ["N", "C", "C", "C", "C", "C", "N", "H", "H", "H", "H", "H", "H", "H", "H", "H", "H", "H", "H"], "coordinates": [[3.04, -0.55, 0.78], [2.01, -0.63, -0.17], [0.88, 0.09, -0.17], [-0.17, 0.00, -1.23], [-1.53, -0.51, -0.74], [-1.92, -0.03, 0.66], [-2.03, 1.44, 0.70], [3.93, -0.77, 0.36], [3.07, 0.37, 1.21], [2.09, -1.41, -0.93], [0.77, 0.88, 0.56], [0.20, -0.67, -2.02], [-0.33, 0.99, -1.67], [-2.34, -0.15, -1.38], [-1.63, -1.59, -0.75], [-1.18, -0.33, 1.41], [-2.85, -0.55, 0.95], [-2.77, 1.74, 0.09], [-2.28, 1.73, 1.64]], "nbo_charge": [-0.81, 0.00, -0.29, -0.42, -0.40, -0.22, -0.84, 0.37, 0.37, 0.18, 0.20, 0.20, 0.21, 0.19, 0.20, 0.19, 0.16, 0.35, 0.36], "smiles": "N/C=C/CCCN", "e_homo_ev": -7.987}



## three
{"formula": "C5H12N2", "method": "ωB97M-V/def2-TZVPD", "species": ["C", "C", "C", "C", "C", "H", "H", "H", "H", "H", "H", "H", "H", "H", "H", "H", "H", "N", "N"], "coordinates": [[2.23, -0.33, 0.21], [1.00, -1.28, -0.32], [-1.47, -0.89, 0.09], [-2.52, 0.31, -0.01], [0.65, 1.95, 0.06], [2.24, 0.78, -0.17], [3.25, -0.70, -0.50], [2.32, -0.27, 1.36], [0.92, -2.42, -0.11], [1.00, -0.95, -1.54], [-1.52, -1.43, 1.34], [-1.52, -1.93, -0.94], [-2.41, 1.32, -0.65], [-3.00, 0.71, 1.13], [-3.44, -0.03, -0.54], [0.99, 2.79, -0.36], [1.23, 1.83, 1.14], [-0.04, -0.37, 0.39], [0.09, 0.93, -0.58]], "nbo_charge": [-0.64, -0.28, -0.24, -0.69, -0.08, 0.23, 0.19, 0.22, 0.24, 0.21, 0.23, 0.19, 0.25, 0.22, 0.22, 0.18, 0.17, -0.35, -0.28], "e_homo_ev": -9.023}



So which one wins? Going from most stable to least: two, one, three.